[1]
Density functional theory data (ωB97M-V/def2-TZVPD) for a structure of composition C21H42FeN4O7S at a distorted geometry.

Calculated values
- orbital gap (spin up / spin down) (eV) = 10.33 / 7.74
- maximum force (eV/Å) = 1.5
- ⟨S²⟩ = 8.759
- spin multiplicity = 6
- total charge = +1
- molecular weight (g/mol) = 550.500

Cartesian coordinates (Å):
Fe  0.439  -0.577  -0.291
C  -3.040  -3.106  -0.474
C  -2.659  -1.627  -0.613
C  -3.014  -0.862  0.710
C  -2.403  -1.043  2.142
C  -2.446  -2.462  2.691
C  -3.167  -0.089  3.053
N  -0.914  -0.623  2.125
C  -0.220  0.193  3.170
C  1.093  0.808  2.620
N  0.933  1.390  1.265
C  -0.102  2.426  1.283
C  -1.254  2.025  0.374
O  -2.211  2.746  0.197
O  -1.109  0.846  -0.145
C  2.169  1.857  0.543
C  3.014  2.771  1.435
C  1.892  2.625  -0.781
C  1.247  2.084  -2.120
C  0.097  3.014  -2.507
C  2.308  2.106  -3.225
N  0.762  0.678  -2.007
C  -0.114  0.064  -3.038
C  -1.458  -0.447  -2.488
N  -1.317  -1.395  -1.354
C  -0.731  -2.684  -1.754
C  -0.196  -3.332  -0.473
O  -0.071  -4.515  -0.329
O  0.065  -2.414  0.442
H  -4.001  -3.142  0.038
H  -2.343  -3.709  0.100
H  -3.189  -3.587  -1.438
H  -3.393  -1.218  -1.313
H  -4.060  -1.141  0.861
H  -3.040  0.201  0.504
H  -3.461  -2.852  2.634
H  -2.147  -2.471  3.741
H  -1.789  -3.134  2.139
H  -4.224  -0.351  3.022
H  -3.083  0.948  2.723
H  -2.841  -0.174  4.090
H  -0.386  -1.487  1.921
H  -0.892  -0.010  1.278
H  0.017  -0.429  4.031
H  -0.914  0.963  3.492
H  1.870  0.054  2.583
H  1.392  1.562  3.357
H  0.265  3.397  0.967
H  -0.493  2.594  2.286
H  2.752  0.963  0.339
H  2.444  3.647  1.755
H  3.894  3.126  0.902
H  3.358  2.244  2.323
H  2.883  2.987  -1.062
H  1.349  3.534  -0.526
H  0.450  4.045  -2.496
H  -0.747  2.936  -1.823
H  -0.258  2.818  -3.518
H  2.685  3.118  -3.372
H  1.890  1.763  -4.173
H  3.153  1.461  -2.969
H  1.612  0.120  -1.962
H  0.448  -0.724  -3.540
H  -0.366  0.802  -3.799
H  -2.020  -0.910  -3.308
H  -2.025  0.402  -2.117
H  0.109  -2.517  -2.425
H  -1.434  -3.343  -2.256
C  4.471  -1.326  -0.591
S  2.856  -1.953  -0.258
O  2.254  -1.064  0.783
O  2.966  -3.331  0.060
O  2.021  -1.611  -1.460
H  5.103  -1.575  0.259
H  4.433  -0.251  -0.748
H  4.834  -1.831  -1.483

Forces on the atoms, in the same order (eV/Å):
Fe -0.56 0.68 0.38
C -0.17 -0.01 0.04
C 0.00 0.01 0.02
C 0.15 -0.11 0.04
C -0.02 -0.06 0.03
C -0.03 0.00 -0.02
C -0.03 -0.01 -0.03
N 0.06 0.19 -0.20
C -0.02 -0.03 -0.03
C 0.03 0.02 -0.03
N -0.06 -0.15 -0.13
C -0.10 -0.02 -0.01
C 0.08 0.14 0.12
O 0.02 0.00 0.03
O -0.05 -0.26 -0.01
C 0.07 0.03 0.09
C -0.08 -0.01 -0.01
C -0.01 -0.02 -0.02
C -0.39 0.22 0.21
C 0.01 -0.03 -0.03
C -0.01 0.02 0.03
N 0.77 -1.01 0.72
C -0.21 0.18 -0.10
C -0.05 0.04 -0.04
N 0.03 0.04 -0.05
C 0.14 -0.16 0.03
C -0.05 -0.05 -0.23
O 0.03 -0.01 0.01
O 0.07 0.26 0.12
H -0.03 -0.01 -0.01
H -0.11 0.03 0.00
H -0.02 0.00 0.03
H 0.02 0.13 0.06
H 0.02 -0.04 0.01
H -0.05 0.09 -0.04
H -0.01 0.01 0.01
H 0.01 0.00 0.00
H 0.00 -0.02 -0.01
H 0.00 -0.01 0.01
H 0.00 0.01 0.00
H 0.02 0.01 0.00
H 0.00 0.07 -0.05
H -0.14 -0.14 0.22
H -0.03 -0.03 -0.02
H 0.02 0.02 0.01
H 0.07 -0.09 -0.02
H 0.00 0.03 -0.05
H 0.00 0.02 0.01
H -0.03 -0.03 0.03
H 0.00 0.02 0.00
H 0.01 0.02 -0.01
H 0.01 -0.02 -0.01
H 0.01 0.00 0.02
H 0.00 -0.04 0.00
H 0.04 0.04 -0.02
H 0.01 0.00 0.00
H 0.00 0.02 -0.02
H -0.01 0.01 -0.01
H 0.00 0.00 0.00
H 0.00 -0.01 0.00
H 0.02 0.00 0.01
H 0.26 0.13 -0.93
H -0.05 -0.04 0.05
H 0.07 -0.02 -0.05
H 0.05 -0.04 -0.01
H -0.04 -0.03 -0.06
H 0.02 -0.01 0.02
H 0.09 0.01 -0.03
C -0.05 -0.03 -0.01
S 0.20 0.08 -0.11
O 0.05 0.13 0.17
O 0.02 -0.04 0.00
O -0.06 -0.12 -0.12
H -0.01 0.01 0.02
H -0.02 0.01 -0.01
H 0.01 -0.02 0.00

[2]
Density functional theory data (ωB97M-V/def2-TZVPD) for the molecule C10H6 at a distorted geometry.

Calculated values
- orbital gap (eV) = 9.31
- structure (SMILES) = C#Cc1cccc(C#C)c1
- maximum force (eV/Å) = 4.6
- total charge = 0
- molecular weight (g/mol) = 126.158

Cartesian coordinates (Å):
C  3.416  -1.424  -0.178
C  2.530  -0.634  -0.003
C  1.239  -0.007  0.080
C  1.140  1.358  0.088
C  -0.002  2.126  -0.019
C  -1.160  1.328  -0.149
C  -1.181  -0.086  -0.044
C  -2.413  -0.854  0.008
C  -3.590  -1.233  -0.015
C  0.072  -0.836  0.156
H  4.474  -1.826  0.040
H  2.037  2.013  0.365
H  -0.050  3.214  0.030
H  -2.121  1.675  -0.245
H  -4.622  -1.602  0.120
H  -0.027  -1.898  0.150

Forces on the atoms, in the same order (eV/Å):
C 3.68 -0.61 1.13
C -1.25 -0.23 0.05
C -0.77 -2.48 0.30
C 2.13 3.75 1.09
C -1.77 -2.36 -0.16
C 1.09 -1.36 0.42
C 2.67 -1.34 0.98
C -3.06 0.31 -0.47
C 1.90 0.35 0.52
C -1.60 4.00 -1.58
H -2.52 0.54 -0.89
H -0.74 -1.50 -0.92
H 0.19 -0.46 -0.08
H -2.01 1.53 -0.30
H 1.39 0.38 -0.31
H 0.66 -0.52 0.20

[3]
Density functional theory data (ωB97M-V/def2-TZVPD) for a structure of composition C12H18N2O2PtSe2Te2 at a distorted geometry.

Calculated values
- orbital gap (spin up / spin down) (eV) = 5.22 / 5.19
- maximum force (eV/Å) = 1.2
- total charge = -2
- molecular weight (g/mol) = 830.486

Cartesian coordinates (Å):
Pt  -0.462  -2.428  0.038
Se  -0.048  -1.202  -4.326
Te  -0.787  -2.785  -2.609
Te  1.534  -4.188  -2.216
Se  0.864  -4.541  0.188
C  2.072  3.875  0.292
C  1.862  2.448  -0.156
C  2.717  1.874  -1.078
C  2.484  0.549  -1.459
C  3.357  -0.122  -2.488
C  1.430  -0.152  -0.921
C  0.505  0.394  0.008
C  0.789  1.735  0.372
N  -0.516  -0.411  0.461
C  -1.744  -0.012  1.184
C  -2.946  -0.505  0.363
C  -2.024  1.480  1.450
C  -1.746  -0.708  2.547
H  2.972  4.296  -0.160
H  2.176  3.944  1.378
H  1.227  4.510  0.010
H  3.546  2.436  -1.496
H  4.202  0.515  -2.759
H  2.781  -0.346  -3.389
H  3.741  -1.075  -2.118
H  1.280  -1.173  -1.242
H  0.191  2.264  1.090
H  -2.948  -0.017  -0.615
H  -3.879  -0.272  0.883
H  -2.902  -1.582  0.206
H  -2.009  2.077  0.537
H  -1.340  1.910  2.179
H  -3.026  1.545  1.879
H  -1.633  -1.789  2.438
H  -2.688  -0.520  3.070
H  -0.922  -0.323  3.156
O  -2.561  -3.685  2.154
N  -3.063  -4.152  1.115
O  -2.486  -3.864  0.034

Forces on the atoms, in the same order (eV/Å):
Pt 1.07 0.30 -0.43
Se -0.05 0.11 0.15
Te 0.18 -0.14 0.78
Te 0.20 -0.25 -0.22
Se -0.37 0.08 -0.25
C -0.01 0.01 0.00
C -0.03 0.09 0.07
C -0.07 -0.09 0.03
C 0.09 0.01 -0.08
C 0.03 0.01 -0.02
C -0.04 0.03 -0.01
C -0.03 0.10 -0.19
C -0.09 -0.09 0.08
N -0.35 -0.17 -0.15
C -0.16 0.19 -0.01
C -0.05 -0.08 -0.04
C 0.15 -0.04 -0.11
C 0.13 -0.02 0.11
H 0.01 0.01 0.00
H 0.01 -0.01 0.01
H 0.00 -0.01 -0.01
H 0.03 0.01 -0.02
H 0.02 0.00 0.00
H -0.03 0.01 0.03
H 0.00 -0.01 0.01
H 0.08 -0.02 0.02
H -0.13 -0.02 0.11
H -0.01 0.03 -0.02
H -0.04 0.02 0.00
H -0.03 0.06 0.01
H 0.07 0.02 -0.03
H 0.05 0.03 0.03
H -0.01 0.00 -0.02
H -0.06 0.18 0.01
H -0.02 -0.02 0.05
H 0.01 0.03 0.01
O -0.01 -0.22 -0.52
N 0.15 0.02 -0.02
O -0.69 -0.16 0.61

| no. | DFT total energy (Eh) |
| --- | --- |
| 1 | -3232.79051 |
| 2 | -384.48209 |
| 3 | -6186.24408 |